Entry 1:
Entry from the Open Molecules 2025 dataset: a cluster of 2 separate species, C5H15N2O in total at a distorted geometry (ωB97M-V/def2-TZVPD).

charge: +2
HOMO (spin up / spin down): -17.793 / -15.964 eV
energy above the lowest of the compared OMol25 structures with the same formula, charge and spin: 94.6 kcal/mol
2S+1: 2

Element x y z (Å)
C 1.617 1.924 -2.651
C 1.193 1.973 -1.123
C 1.379 0.652 -0.433
C 0.633 -0.556 -0.972
N -2.111 0.004 -0.129
C -1.364 -0.981 0.365
N -0.130 -1.302 0.063
H 1.246 2.861 -2.998
H 2.686 1.715 -2.738
H 1.052 1.042 -3.019
H 1.930 2.775 -0.808
H 0.191 2.466 -1.080
H 2.437 0.364 -0.610
H 1.291 0.688 0.669
H 1.340 -1.462 -1.202
H -0.061 -0.285 -1.780
H -2.008 0.568 -0.976
H -2.943 0.217 0.394
H -1.963 -1.469 1.154
H 0.359 -1.847 0.750
H -1.784 -2.804 6.165
H -2.959 -3.303 5.642
O -2.029 -3.239 5.315

***

Entry 2:
Entry from the Open Molecules 2025 dataset: a structure of composition C18H27BiCl2N2O4 at a distorted geometry (ωB97M-V/def2-TZVPD).

HOMO: -7.235 eV
energy above the lowest of the compared OMol25 structures with the same formula, charge and spin: 0.0 kcal/mol
2S+1: 1

Element x y z (Å)
O -2.007 -2.034 -0.990
C -2.338 -3.166 -0.676
C -3.704 -3.543 -0.203
C -4.704 -2.554 -0.123
H -4.498 -1.544 -0.494
C -5.950 -2.869 0.428
H -6.718 -2.092 0.512
C -6.213 -4.175 0.879
H -7.182 -4.415 1.325
C -5.230 -5.170 0.756
H -5.437 -6.186 1.094
C -3.988 -4.853 0.206
H -3.219 -5.614 0.081
H -1.630 -4.017 -0.774
C 1.011 -0.333 3.445
C 1.889 0.575 2.674
H 1.371 -0.475 4.480
H 0.941 -1.334 2.985
H -0.013 0.071 3.505
C 3.114 1.017 2.925
C 3.905 0.813 4.198
H 3.677 1.591 2.174
H 3.385 0.181 4.928
H 4.123 1.770 4.688
H 4.880 0.355 3.994
Bi 0.874 1.428 0.696
Cl -1.278 2.464 1.667
Cl 0.173 -0.805 -0.045
H -2.936 1.647 -2.533
H -3.534 4.048 -2.110
C -2.131 1.705 -1.791
C -2.729 4.089 -1.367
N -1.709 3.100 -1.691
H -1.291 1.077 -2.092
C -0.421 3.466 -1.730
O 0.547 2.674 -1.693
H -2.264 5.082 -1.386
H -0.267 4.565 -1.783
H -2.520 1.358 -0.826
H -3.160 3.903 -0.373
H 6.074 0.884 -2.410
H 4.574 -0.171 -4.277
C 5.514 0.280 -1.689
C 4.070 -0.718 -3.470
N 4.176 0.009 -2.207
H 5.439 0.793 -0.729
C 3.082 0.399 -1.563
O 3.121 1.049 -0.481
H 3.008 -0.839 -3.709
H 2.127 0.112 -2.040
H 6.062 -0.661 -1.583
H 4.548 -1.703 -3.393
O 2.960 4.884 1.306
C 2.424 3.881 1.284

***

Entry 3:
Entry from the Open Molecules 2025 dataset: a structure of composition C48H45N6OP2S4Ti at a distorted geometry (ωB97M-V/def2-TZVPD).

charge: -1
HOMO (spin up / spin down): -2.320 / -2.319 eV
2S+1: 1

Element x y z (Å)
Ti 0.484 -0.235 -0.051
C 2.547 2.519 7.873
S 0.792 2.808 8.174
C 0.110 1.651 6.959
C 0.405 2.010 5.509
C -0.303 1.074 4.523
N -0.142 1.422 3.145
P -2.020 2.275 1.083
C -2.509 3.352 2.501
C -3.510 3.017 3.423
C -3.791 3.830 4.516
C -3.064 5.000 4.723
C -2.051 5.336 3.832
C -1.777 4.520 2.738
C -3.699 1.804 0.465
C -4.753 2.732 0.345
C -5.976 2.378 -0.207
C -6.198 1.077 -0.662
C -5.173 0.149 -0.564
C -3.943 0.513 -0.014
P 1.008 1.287 2.031
C 1.436 3.066 1.626
C 1.133 3.646 0.402
C 1.311 5.010 0.178
C 1.809 5.817 1.188
C 2.132 5.251 2.421
C 1.939 3.891 2.636
C 2.626 0.830 2.827
C 3.852 1.323 2.380
C 5.043 0.919 2.975
C 5.030 0.023 4.038
C 3.818 -0.483 4.487
C 2.633 -0.092 3.875
H 3.098 2.976 8.696
H 2.874 2.963 6.933
H 2.755 1.447 7.858
H -0.967 1.653 7.147
H 0.500 0.659 7.203
H 1.481 1.944 5.328
H 0.085 3.033 5.301
H -1.382 1.136 4.744
H -0.007 0.036 4.759
H -4.075 2.102 3.276
H -4.571 3.547 5.215
H -3.283 5.640 5.572
H -1.468 6.237 3.990
H -0.975 4.787 2.053
H -4.599 3.751 0.684
H -6.759 3.124 -0.299
H -7.157 0.799 -1.088
H -5.319 -0.868 -0.913
H -3.150 -0.228 0.017
H 0.766 3.018 -0.394
H 1.052 5.439 -0.784
H 1.946 6.880 1.022
H 2.531 5.870 3.216
H 2.182 3.465 3.604
H 3.884 2.004 1.537
H 5.985 1.294 2.590
H 5.959 -0.292 4.499
H 3.794 -1.197 5.304
H 1.701 -0.532 4.204
O -0.760 0.599 -1.045
C -1.442 1.035 -2.126
C -1.330 2.363 -2.510
C -2.028 2.853 -3.600
C -2.881 2.012 -4.309
C -2.984 0.689 -3.917
C -2.250 0.171 -2.841
C -2.349 -1.284 -2.542
N -2.166 -1.912 -1.403
C -2.365 -3.252 -1.667
C -2.666 -3.438 -2.982
N -2.655 -2.177 -3.530
H -0.697 3.005 -1.920
H -1.915 3.892 -3.886
H -3.463 2.383 -5.145
H -3.690 0.045 -4.430
H -2.288 -3.999 -0.888
H -2.879 -4.321 -3.562
H -2.776 -1.951 -4.499
N 0.472 -3.521 -0.166
C -0.261 -3.010 0.898
C -0.786 -3.936 1.805
C -1.601 -3.494 2.819
C -1.899 -2.147 2.920
C -1.322 -1.282 2.014
N -0.487 -1.705 1.036
C 0.975 -2.960 -1.350
C 1.712 -3.787 -2.190
C 2.189 -3.267 -3.371
C 1.875 -1.963 -3.723
C 1.128 -1.225 -2.835
N 0.708 -1.703 -1.653
H 0.763 -4.471 -0.025
H -0.563 -4.989 1.680
H -2.020 -4.206 3.521
H -2.558 -1.756 3.683
H -1.491 -0.209 2.069
H 1.932 -4.805 -1.891
H 2.796 -3.882 -4.025
H 2.219 -1.518 -4.646
H 0.837 -0.215 -3.059
S 5.048 -0.568 -1.000
C 3.472 -0.377 -0.494
S 2.667 -1.422 0.633
S 2.444 0.932 -1.028

***

Entry 4:
Entry from the Open Molecules 2025 dataset: the molecule C3H8FN at a distorted geometry (ωB97M-V/def2-TZVPD).

HOMO: -9.140 eV
structure (SMILES): C[C@@H](F)CN
energy above the lowest of the compared OMol25 structures with the same formula, charge and spin: 17.6 kcal/mol
2S+1: 1

Element x y z (Å)
C -1.517 -0.755 -0.012
C -0.527 0.435 -0.329
F -0.983 1.639 0.035
C 0.729 0.217 0.530
N 2.049 0.081 -0.114
H -1.635 -0.887 1.052
H -2.523 -0.435 -0.147
H -1.268 -1.692 -0.497
H -0.310 0.630 -1.428
H 0.636 -0.744 0.926
H 0.735 1.017 1.259
H 2.528 0.942 -0.287
H 2.086 -0.446 -0.987

***

Entry 5:
Entry from the Open Molecules 2025 dataset: the molecule C20H23FN4O2 (ωB97M-V/def2-TZVPD).

HOMO: -7.887 eV
structure (SMILES): O=C(CN1CCN(c2ccccc2F)CC1)NC(=O)NCc1ccccc1
energy above the lowest of the compared OMol25 structures with the same formula, charge and spin: 7.2 kcal/mol
2S+1: 1

Element x y z (Å)
O -0.697 2.002 0.895
C 0.115 1.333 0.293
C 0.025 1.099 -1.208
N -0.981 0.092 -1.496
C -1.306 0.044 -2.912
C -2.457 -0.942 -3.125
N -2.131 -2.265 -2.643
C -1.628 -3.265 -3.452
C -1.646 -4.594 -2.995
C -1.208 -5.647 -3.768
C -0.741 -5.433 -5.055
C -0.720 -4.142 -5.546
C -1.147 -3.092 -4.757
F -1.053 -1.852 -5.315
C -1.775 -2.203 -1.243
C -0.609 -1.229 -1.025
N 1.174 0.718 0.892
C 1.558 0.716 2.262
O 2.569 0.130 2.574
N 0.716 1.351 3.082
C 1.016 1.541 4.488
C 1.531 2.935 4.744
C 0.726 3.901 5.329
C 1.205 5.185 5.526
C 2.490 5.514 5.131
C 3.296 4.556 4.540
C 2.819 3.272 4.347
H -0.309 2.036 -1.662
H 1.016 0.835 -1.622
H -1.621 1.038 -3.234
H -0.436 -0.260 -3.517
H -2.746 -0.975 -4.173
H -3.316 -0.594 -2.541
H -2.038 -4.798 -2.011
H -1.244 -6.648 -3.366
H -0.401 -6.254 -5.665
H -0.360 -3.922 -6.539
H -1.489 -3.184 -0.871
H -2.642 -1.843 -0.681
H -0.389 -1.179 0.043
H 0.285 -1.612 -1.554
H 1.821 0.192 0.317
H -0.055 1.865 2.665
H 0.106 1.354 5.065
H 1.776 0.801 4.753
H -0.279 3.647 5.637
H 0.572 5.930 5.987
H 2.863 6.516 5.285
H 4.299 4.810 4.231
H 3.444 2.520 3.887

***

Entry 6:
Entry from the Open Molecules 2025 dataset: the molecule C4H6N2OS at a distorted geometry (ωB97M-V/def2-TZVPD).

HOMO: -8.675 eV
energy above the lowest of the compared OMol25 structures with the same formula, charge and spin: 125.1 kcal/mol
2S+1: 1

Element x y z (Å)
C -1.632 0.240 0.719
C 0.238 0.989 -0.883
C 1.737 0.895 -1.130
C -0.278 0.407 0.427
N -0.661 -2.111 1.221
N 0.177 -1.729 0.537
O -0.517 1.455 -1.712
S -2.077 -0.810 1.973
H -2.305 0.551 -0.148
H 1.804 1.678 -1.849
H 1.869 -0.047 -1.482
H 2.116 1.067 -0.110
H 0.641 0.410 1.171
H -1.113 -2.996 1.266